No. 1
Below is 2 unconnected molecules or ions with the total composition C38H38BF3O4S, with properties calculated with ωB97M-V with the def2-TZVPD basis set.

XYZ file:
```
85
Properties=species:S:1:pos:R:3
C -2.66799 6.23046 -0.86814
C -1.82167 5.08662 -0.46965
C -1.70267 4.53666 0.80287
C -0.58221 3.66870 0.92843
C 0.14523 3.55842 -0.26209
B -2.09105 -0.95310 -0.15697
C 1.57413 3.40452 -0.35494
C 2.33306 3.32065 0.83535
C 3.70530 3.18400 0.80157
C 4.34098 3.16969 -0.42867
C 5.83190 3.00510 -0.43567
F 6.31032 2.65120 -1.65958
F 6.47237 4.16742 -0.07939
F 6.23868 2.04944 0.45924
C 3.64400 3.36999 -1.61838
C 2.26090 3.48731 -1.58146
O -2.70892 -0.94740 1.06847
C -4.07441 -0.53007 0.83437
C -5.00710 -1.69663 1.10069
C -4.37337 0.56303 1.84383
C -4.08709 -0.13473 -0.70586
C -5.30595 -0.58451 -1.49084
C -3.84816 1.35962 -0.92032
O -2.95815 -0.85694 -1.24270
S -0.75721 4.31066 -1.58292
H -3.29582 6.53832 -0.02871
H -2.05663 7.08732 -1.18115
H -3.31264 5.93105 -1.69870
H -2.36672 4.83866 1.61564
H -0.26459 3.20920 1.85810
H 1.83101 3.42708 1.79514
H 4.27167 3.10898 1.73180
H 4.19372 3.46110 -2.54730
H 1.71977 3.66772 -2.51155
H -6.05169 -1.36615 0.99409
H -4.81231 -2.51342 0.39322
H -4.86663 -2.05447 2.12792
H -5.37355 0.97566 1.66347
H -4.37653 0.13553 2.85441
H -3.63890 1.37774 1.84471
H -6.21274 -0.12160 -1.08197
H -5.21248 -0.27558 -2.53796
H -5.42793 -1.67069 -1.46931
H -4.71792 1.92762 -0.56979
H -2.95377 1.72241 -0.39833
H -3.70920 1.57441 -1.98840
C -1.86336 -4.09482 -4.37465
O -0.90386 -3.11995 -4.86105
C -0.27475 -2.37219 -3.90538
C -0.19926 -0.97205 -4.08182
C -0.22952 -0.16772 -2.95149
C -0.25054 -0.75080 -1.67052
C -0.61339 -0.04751 -0.37958
C 0.39431 -0.42201 0.69325
C 1.70485 0.08568 0.60724
C 2.70746 -0.31871 1.47033
C 2.46858 -1.39347 2.33317
O 3.50660 -1.78760 3.17702
C 3.89377 -3.12432 3.22545
C 4.51601 -3.52540 4.41417
C 5.02671 -4.81752 4.51777
C 4.92943 -5.69719 3.43462
C 4.32022 -5.28820 2.24555
C 3.77674 -3.99978 2.13551
C 1.19458 -1.96354 2.41388
C 0.15672 -1.39842 1.67154
C 0.01017 -2.13217 -1.56059
C 0.07345 -2.94789 -2.66651
H -2.57738 -4.20032 -5.19067
H -1.36405 -5.04890 -4.16412
H -2.36504 -3.74165 -3.46267
H -0.26954 -0.55580 -5.08570
H -0.28846 0.91918 -3.02611
H -0.78543 1.02836 -0.47422
H 1.93183 0.79679 -0.19005
H 3.68769 0.15968 1.47228
H 4.58237 -2.81064 5.22843
H 5.50431 -5.12726 5.44860
H 5.32421 -6.71207 3.51998
H 4.25684 -5.96574 1.38964
H 3.29180 -3.67018 1.21533
H 1.02099 -2.82883 3.05533
H -0.84227 -1.77695 1.84390
H 0.10792 -2.58466 -0.57520
H 0.20224 -4.02640 -2.57524
```

2S+1 ... 1
Largest force on an atom ... 4.18 eV/Å
SMILES ... COc1ccc([C@@H](B2OC(C)(C)C(C)(C)O2)c2ccc(Oc3ccccc3)cc2)cc1.Cc1ccc(-c2ccc(C(F)(F)F)cc2)s1
Gap between HOMO and LUMO ... 7.281 eV
E_LUMO ... -0.2835 eV
Net charge ... 0
Highest occupied orbital energy ... -7.564 eV
Energy ... -67877.6309 eV
Energy above the lowest of the compared OMol25 structures with the same formula, charge and spin ... 1.014 eV

---

No. 2
Below is C3H4N2O in the gas phase, with properties calculated with ωB97M-V with the def2-TZVPD basis set.

XYZ file:
```
10
Properties=species:S:1:pos:R:3
O -1.64914 -0.99347 -0.65441
C -0.55921 -0.26293 -0.38697
N 0.07203 0.55501 -1.10652
C 1.18648 0.99566 -0.30590
C 1.35485 0.47655 0.93517
N 0.02383 -0.40862 0.93996
H -1.89382 -0.78776 -1.57065
H 1.83467 1.73827 -0.75415
H -0.53795 0.05773 1.65507
H 0.16826 -1.37044 1.24840
```

2S+1 ... 1
Largest force on an atom ... 0.57 eV/Å
Gap between HOMO and LUMO ... 8.739 eV
E_LUMO ... 0.2543 eV
Net charge ... 0
Highest occupied orbital energy ... -8.485 eV
Energy ... -8200.0328 eV
Energy above the lowest of the compared OMol25 structures with the same formula, charge and spin ... 3.853 eV

---

No. 3
Below is C21H37N3O in the gas phase, with properties calculated with ωB97M-V with the def2-TZVPD basis set.

XYZ file:
```
62
Properties=species:S:1:pos:R:3
C 0.77967 3.39020 -5.58617
H 0.16333 3.21279 -4.70821
H 1.40187 4.26522 -5.40501
H 0.12863 3.59787 -6.43068
C 1.64908 2.16823 -5.87797
N 2.46220 1.84888 -4.72153
C 2.33491 0.70532 -4.01005
O 1.55599 -0.17021 -4.32221
C 3.27945 0.64034 -2.80918
C 3.27075 -0.74133 -2.15265
C 1.95932 -1.00221 -1.41355
N 1.73939 0.03393 -0.41829
C 1.58377 1.31215 -1.08091
C 2.90157 1.68735 -1.75475
H 3.68253 1.71419 -0.99259
H 2.81602 2.68255 -2.19661
H 1.33065 2.07047 -0.33472
H 0.78178 1.29452 -1.84102
C 0.71495 -0.25115 0.57297
C -0.65567 -0.67806 0.02733
C -1.63007 -0.86284 1.18839
N -1.12403 -1.87329 2.09183
C 0.13891 -1.47069 2.67386
C 1.18059 -1.31676 1.56802
H 1.29201 -2.27675 1.06562
H 2.14329 -1.02984 1.99195
H 0.45622 -2.24507 3.37682
H 0.06194 -0.51669 3.22808
C -2.08645 -2.40588 3.03060
C -2.67339 -1.43135 4.07988
C -2.87658 -2.12455 5.42811
C -3.26739 -1.10740 6.49727
C -4.35476 -0.19907 6.01427
C -4.68601 -0.08316 4.73996
C -4.01187 -0.83752 3.63478
H -3.87082 -0.17055 2.78147
H -4.67701 -1.64321 3.30245
H -5.48898 0.57656 4.43924
H -4.86525 0.37987 6.77190
H -3.59555 -1.62231 7.40412
H -2.39565 -0.50245 6.77118
H -1.96247 -2.64048 5.73043
H -3.66773 -2.87092 5.32786
H -1.96245 -0.61184 4.22859
H -1.58381 -3.22655 3.55201
H -2.90132 -2.84340 2.44505
H -2.59842 -1.19728 0.80761
H -1.77236 0.11153 1.69263
H -0.55915 -1.62391 -0.50531
H -1.04415 0.07428 -0.66164
H 0.57911 0.68267 1.13655
H 2.02418 -1.96805 -0.91215
H 1.14502 -1.04190 -2.15112
H 3.40606 -1.51027 -2.91427
H 4.09780 -0.79749 -1.44253
H 4.28852 0.85428 -3.18392
H 3.13812 2.54010 -4.43751
C 2.53840 2.39712 -7.09750
H 1.92782 2.58384 -7.97642
H 3.15600 1.52199 -7.28314
H 3.18799 3.25634 -6.93850
H 1.01350 1.29181 -6.04070
```

2S+1 ... 1
Largest force on an atom ... 0.63 eV/Å
SMILES ... CC(C)NC(=O)C1CCN(C2CCN(C[C@H]3CC=CCC3)CC2)CC1
Gap between HOMO and LUMO ... 8.919 eV
E_LUMO ... 0.8117 eV
Net charge ... 0
Highest occupied orbital energy ... -8.107 eV
Energy ... -28896.0002 eV
Energy above the lowest of the compared OMol25 structures with the same formula, charge and spin ... 0.000 eV

---

No. 4
Below is C5H9NO in the gas phase, with properties calculated with ωB97M-V with the def2-TZVPD basis set.

XYZ file:
```
16
Properties=species:S:1:pos:R:3
C 0.35551 1.42032 -1.64170
C 0.64010 -0.02159 -1.29768
N 1.86492 -0.32698 -0.51322
C 0.63972 -0.29931 0.12971
C 0.04508 -0.24234 1.31285
C -1.39691 -0.63665 1.42101
O -1.42705 -2.05604 1.51580
H -0.70775 1.56719 -1.85593
H 0.94414 1.75438 -2.50134
H 0.60439 2.03958 -0.77282
H 0.39979 -0.76958 -2.05509
H 2.48841 0.44850 -0.31204
H -0.70418 -2.35385 0.94337
H 0.64996 -0.26910 2.21523
H -1.88208 -0.25006 2.32248
H -1.97573 -0.29132 0.55002
```

2S+1 ... 1
Largest force on an atom ... 0.40 eV/Å
SMILES ... C[C@H]1N/C1=C/CO
Gap between HOMO and LUMO ... 9.983 eV
E_LUMO ... 0.9888 eV
Net charge ... 0
Highest occupied orbital energy ... -8.994 eV
Energy ... -8866.1722 eV
Energy above the lowest of the compared OMol25 structures with the same formula, charge and spin ... 3.040 eV